Entry 1:
{
  "formula": "C37H54ClN7O3Sn",
  "method": "ωB97M-V/def2-TZVPD",
  "symbols": ["Sn", "Cl", "O", "O", "O", "N", "N", "N", "N", "N", "N", "N", "C", "C", "C", "C", "C", "C", "C", "C", "C", "C", "C", "C", "C", "C", "C", "C", "C", "C", "C", "C", "C", "C", "C", "C", "C", "C", "C", "C", "C", "C", "C", "C", "C", "C", "C", "C", "C", "H", "H", "H", "H", "H", "H", "H", "H", "H", "H", "H", "H", "H", "H", "H", "H", "H", "H", "H", "H", "H", "H", "H", "H", "H", "H", "H", "H", "H", "H", "H", "H", "H", "H", "H", "H", "H", "H", "H", "H", "H", "H", "H", "H", "H", "H", "H", "H", "H", "H", "H", "H", "H", "H"],
  "xyz": [[0.2097, -0.2443, -0.6746], [-2.8051, 5.2992, -1.9758], [0.5457, -0.2839, -2.5674], [0.2653, 1.6145, 2.9796], [-0.0926, 0.0398, 1.4112], [-0.7248, 5.9026, 0.9425], [-1.3047, 6.5122, -1.2884], [-0.8294, -2.1555, -0.7392], [1.3544, 1.4417, -0.7289], [-2.3830, 4.5252, -0.0675], [-1.5941, 0.8675, -1.0055], [2.0412, -1.2886, -0.3224], [-2.4346, -3.6646, 0.3336], [5.4141, 0.4004, 0.4307], [-2.9787, -0.6734, -2.3974], [-2.2660, -1.3097, -3.5715], [-2.1200, -2.6244, -0.5640], [0.3174, -2.9948, -0.7931], [-1.7342, -4.1048, 2.7088], [-1.2376, -5.8084, 0.9195], [4.1633, 0.2515, -0.1569], [-4.2697, 0.0787, -2.9428], [-1.8068, 2.2436, -1.3406], [0.8260, 4.6266, 2.4301], [-4.8010, -3.4845, -0.1327], [-3.2590, -1.9861, -1.2405], [-2.9979, 2.8265, -1.5397], [-1.3932, -4.3171, 1.2269], [3.3214, -0.9462, 0.1764], [0.2455, 1.2039, 1.8396], [3.8677, 1.4507, -1.1426], [2.8281, 2.5620, -0.4063], [1.6057, -2.6018, -0.6079], [-3.7536, -4.0876, 0.5166], [5.1755, -1.6086, 1.6559], [3.0531, -2.8258, 3.2956], [0.5538, 2.3192, 0.7882], [3.1607, -2.9958, 1.7717], [-1.5140, 5.6134, -0.1336], [5.9411, -0.5179, 1.3131], [-0.6006, 5.1080, 2.1573], [-4.5408, -2.4296, -1.0026], [-4.2762, 0.5661, -1.1080], [3.8175, -4.3369, 1.4360], [-2.9154, 0.0301, -0.8701], [-4.2851, 2.1488, -1.4815], [1.5486, 3.7661, 1.3899], [3.5069, 1.0343, -2.5708], [3.9035, -1.8227, 1.1442], [-0.4214, -3.8508, 1.1009], [-3.9541, 0.8738, -3.6129], [2.6252, 0.3777, -2.6503], [-3.2445, 3.9399, -1.3692], [0.8192, 4.1089, 3.3887], [6.9234, -0.3700, 1.7414], [-2.0231, -0.5600, -4.3256], [4.7412, 2.0793, -1.2913], [2.5554, -1.8859, 3.5394], [-5.1682, -0.0525, -0.9438], [3.3636, 2.9290, 0.4609], [4.3590, 0.4935, -2.9832], [0.1537, -4.0478, -0.9855], [3.2451, -5.1579, 1.8721], [-1.3287, -1.7849, -3.2826], [-2.0800, 6.3197, -2.6498], [4.0278, -2.8351, 3.7871], [-0.9059, 2.8355, -1.4286], [3.3317, 1.9211, -3.1875], [-2.3660, 3.9616, 0.7742], [-2.2672, 0.4343, -1.7798], [-3.9767, -4.8872, 1.2116], [-2.1669, -6.3524, 1.0990], [2.3561, -3.3774, -0.6861], [2.1287, -3.0325, 1.4425], [-0.9508, -5.9610, -0.1224], [2.4577, 3.3839, 1.8268], [-2.9479, -2.0534, -3.9872], [-0.1043, 6.6905, 0.8671], [-0.9055, 5.7398, 2.9957], [-4.9303, -0.6219, -3.4665], [-0.6153, 7.2577, -1.1733], [-1.8092, -3.0400, 2.9341], [-0.9467, -4.5297, 3.3347], [1.6097, 2.1602, 0.1281], [1.8312, 4.4168, 0.5692], [3.8655, -4.4933, 0.3574], [2.4647, -3.6433, 3.7175], [4.8352, -4.3901, 1.8277], [1.4621, 5.5113, 2.5554], [-4.9888, 0.7223, -1.9886], [1.2676, 1.9616, -1.6024], [-5.8170, -3.8193, 0.0303], [-5.2140, 2.6684, -1.6577], [-2.6823, -1.0146, -0.5019], [-5.3918, -1.9845, -1.5090], [-0.4620, -6.2451, 1.5516], [2.6542, 3.3906, -1.0850], [6.0191, 1.2649, 0.1842], [-2.6744, -4.5829, 2.9903], [5.5843, -2.3017, 2.3811], [2.6146, 1.1809, -0.4230], [-0.4102, 2.6576, 0.4107], [-1.2910, 4.2747, 2.1184]],
  "forces_ev_per_angstrom": [[-0.54, -4.13, -2.38], [-5.35, 2.59, -10.04], [-0.19, 1.02, 0.41], [-0.05, -0.07, -0.10], [0.29, 0.70, -0.29], [0.50, -0.50, 0.76], [3.01, 0.30, 4.52], [0.39, 0.67, 0.05], [-3.22, -1.55, 0.60], [2.89, 2.81, 2.76], [-2.38, 3.05, 1.19], [0.05, 0.62, 0.12], [-0.11, -0.11, 0.20], [0.05, -0.01, 0.32], [-4.12, -4.24, 0.99], [1.41, 0.66, 0.29], [0.29, -0.63, -0.41], [0.15, -0.01, 0.28], [-0.07, 0.02, -0.05], [0.09, 0.10, -0.07], [-1.03, -0.71, -0.35], [1.08, -2.62, -0.02], [1.36, -0.65, 0.43], [-0.40, -0.41, 0.23], [-0.18, 0.16, 0.00], [-0.80, -2.79, -3.86], [-5.60, -2.70, 0.83], [0.05, -0.10, 0.43], [0.24, -0.09, 0.03], [0.28, 0.22, 0.04], [-0.54, -0.02, -0.09], [8.15, 2.39, -1.36], [0.12, 0.03, 0.10], [0.06, 0.07, -0.11], [0.10, 0.01, -0.05], [0.08, 0.05, -0.04], [-0.76, 2.02, 2.66], [-0.10, -0.09, 0.48], [0.82, 0.97, -0.89], [0.09, 0.07, -0.02], [0.24, 0.61, -0.31], [-0.23, -0.22, -0.18], [-0.59, 3.71, 0.73], [-0.11, 0.05, -0.07], [1.36, 0.33, -0.23], [3.31, -0.32, 2.82], [-2.12, -0.81, 0.23], [-0.55, -0.18, 0.08], [-0.06, 0.06, 0.05], [-0.07, 0.10, -0.22], [-0.20, 0.54, 0.48], [0.00, 0.09, 0.06], [0.10, -3.51, -0.74], [0.01, -0.06, -0.01], [0.01, -0.01, -0.04], [0.05, -0.02, -0.01], [0.29, -0.21, 0.82], [0.01, 0.00, 0.03], [0.34, 0.06, 2.56], [0.38, -0.31, -0.06], [0.04, 0.03, 0.03], [-0.02, 0.05, -0.22], [0.02, -0.01, 0.02], [0.05, 0.10, 0.03], [-1.09, -1.09, 0.99], [-0.01, 0.01, 0.01], [-0.03, 0.04, 0.02], [0.03, -0.01, -0.01], [0.31, 0.40, 0.58], [3.49, 0.51, -3.36], [0.15, -0.02, 0.01], [0.00, -0.01, -0.01], [0.03, 0.04, -0.22], [0.06, 0.11, -0.21], [-0.02, -0.06, 0.00], [-0.25, -0.33, 0.35], [-0.17, 0.04, 0.12], [-0.12, 0.02, -0.13], [0.00, -0.19, 0.20], [-0.30, 0.05, 0.43], [0.68, -0.02, 1.36], [-0.01, 0.00, 0.03], [0.00, 0.01, -0.01], [1.25, 1.32, 0.30], [-0.43, -0.34, -0.44], [0.05, -0.04, 0.00], [-0.02, 0.00, 0.00], [0.00, 0.00, -0.01], [0.09, -0.06, -0.07], [0.02, -0.63, -4.67], [-0.37, -0.23, -0.14], [0.00, 0.04, -0.02], [-0.19, -0.15, 0.11], [0.00, 3.33, 3.14], [0.10, -0.01, -0.22], [-0.03, -0.01, 0.01], [-0.23, -0.24, -0.25], [-0.12, 0.04, -0.10], [-0.01, 0.00, 0.00], [-0.11, -0.08, -0.02], [-1.56, 0.09, -0.91], [0.34, 0.32, -0.38], [0.05, -0.06, 0.09]],
  "lowdin_charge": [1.058, 0.594, -0.570, 0.111, -0.057, 0.008, -0.290, -0.059, -0.047, -0.185, -0.034, -0.089, -0.111, -0.072, -0.227, -0.016, -0.184, -0.189, -0.055, -0.057, -0.098, 0.029, -0.127, -0.186, -0.071, -0.127, -0.233, -0.381, -0.102, -0.604, -0.284, -0.126, -0.200, -0.038, -0.048, -0.058, 0.080, -0.387, -0.504, -0.082, -0.192, -0.066, -0.043, -0.059, -0.112, 0.006, -0.046, -0.052, -0.127, 0.099, 0.134, 0.045, -0.117, 0.106, 0.103, 0.096, 0.134, 0.085, 0.150, 0.090, 0.095, 0.111, 0.079, 0.074, 0.001, 0.070, 0.110, 0.089, 0.041, 0.022, 0.112, 0.076, 0.106, 0.098, 0.076, 0.094, 0.102, 0.120, 0.120, 0.126, -0.001, 0.086, 0.078, -0.020, 0.100, 0.072, 0.076, 0.076, 0.120, 0.106, 0.117, 0.105, 0.109, 0.086, 0.108, 0.080, 0.127, 0.110, 0.072, 0.110, 0.165, 0.089, 0.094],
  "e_above_lowest_kj_mol": 3627.2,
  "orbital_gap_ev": [4.543, 4.248],
  "molar_mass_g_mol": 799.049
}

Entry 2:
{
  "formula": "C37H54N5O6",
  "method": "ωB97M-V/def2-TZVPD",
  "symbols": ["O", "O", "O", "O", "O", "O", "N", "N", "N", "N", "N", "C", "C", "C", "C", "C", "C", "C", "C", "C", "C", "C", "C", "C", "C", "C", "C", "C", "C", "C", "C", "C", "C", "C", "C", "C", "C", "C", "C", "C", "C", "C", "C", "C", "C", "C", "C", "C", "H", "H", "H", "H", "H", "H", "H", "H", "H", "H", "H", "H", "H", "H", "H", "H", "H", "H", "H", "H", "H", "H", "H", "H", "H", "H", "H", "H", "H", "H", "H", "H", "H", "H", "H", "H", "H", "H", "H", "H", "H", "H", "H", "H", "H", "H", "H", "H", "H", "H", "H", "H", "H", "H"],
  "xyz": [[2.7412, -1.7476, 8.4343], [0.6987, -1.5498, 7.7514], [1.1134, 0.8043, 3.7281], [2.2425, -0.8172, 6.4733], [1.0677, 0.6649, 1.5711], [2.7117, -0.1884, 2.6521], [4.8422, -5.0739, 0.5781], [4.4790, 1.6420, -1.4935], [-1.6871, -2.4383, 1.0382], [-4.9568, 6.7685, -5.9699], [-0.6989, 3.3211, -1.5048], [5.6147, 0.9615, -1.8631], [3.6069, -0.1467, -0.2451], [-1.9563, 5.3249, -1.9584], [-5.3613, 5.5898, -5.3878], [-2.5058, 4.6497, -3.0157], [4.6925, -0.9551, -0.6140], [4.6126, -2.4239, -0.2884], [-2.7527, -0.1111, 4.0696], [-3.0392, 6.6711, -4.4668], [-2.4598, -6.0266, 2.4932], [4.0926, -2.9080, 0.9510], [-5.7384, 7.3584, -7.0429], [-3.4212, 5.4157, -3.9133], [5.6854, -0.3767, -1.4693], [1.9105, -1.3312, 7.6187], [-2.5094, -1.6192, -0.0030], [5.3998, -4.7534, -0.6627], [5.2235, -3.4254, -1.1048], [-1.5420, -1.5420, 2.3535], [1.6821, 0.4411, 2.6195], [-1.0437, 4.6270, -1.2046], [-3.8061, 7.2996, -5.4640], [3.5049, 1.1676, -0.6934], [-1.3184, 2.6407, -2.5279], [0.4117, 2.6454, -0.7511], [4.4112, 3.0733, -1.9017], [-2.4861, -3.7698, 1.3295], [-0.2964, -2.5886, 0.4139], [-2.8344, -1.3174, 3.1427], [-1.9832, -2.2370, -1.2766], [4.2129, -4.1989, 1.3526], [-4.6632, 4.9310, -4.4291], [5.1374, -6.4707, 1.0688], [-1.6893, -0.4025, 5.1446], [-0.4957, -2.4178, -1.0523], [-2.2161, 3.3179, -3.3661], [-2.0635, -4.5378, 2.5546], [-0.6877, -0.3654, 4.7162], [-3.5288, 8.2050, -5.9835], [-2.1485, -4.3608, 0.4781], [-2.1688, 6.3686, -1.7800], [-1.7525, -6.5497, 1.8497], [0.3867, 2.9963, 0.2805], [4.7706, -7.1894, 0.3360], [-0.7435, -1.9948, 2.9411], [-6.2036, 5.2861, -5.9917], [-2.1895, -0.5786, -0.0565], [-5.1201, 7.3042, -7.9390], [5.4193, 3.4593, -2.0532], [-0.0853, -3.2962, -1.5504], [-6.0531, 8.3137, -6.6228], [3.4937, -2.2898, 1.6034], [-3.0707, -2.1892, 3.7529], [1.6188, 0.4063, 4.4406], [2.6341, 1.7378, -0.4053], [6.0345, -5.4479, -1.1930], [-3.5945, -1.6111, 0.1002], [-0.5959, 5.0925, -0.3390], [-3.6825, -1.1088, 2.4906], [-2.1019, -1.6094, -2.1599], [0.1622, -3.5258, 0.7294], [-2.5587, -4.0581, 3.3989], [6.4162, -1.0384, -1.9103], [5.7025, -3.1347, -2.0280], [6.1898, -6.7513, 1.0264], [-0.9899, -4.5924, 2.7351], [-3.5110, -3.4416, 1.1564], [4.0219, 3.2238, -2.9086], [-3.4117, -6.2589, 2.0158], [3.7733, 3.5394, -1.1508], [0.4340, -1.9745, 0.9406], [-2.1682, 7.2558, -4.2099], [-6.7226, 6.9258, -7.2225], [-3.7233, -0.0013, 4.5532], [1.2989, -0.9769, 6.3970], [0.3602, 1.5603, -0.8407], [4.5865, -6.6485, 1.9925], [-1.1040, 1.5876, -2.6344], [-5.0495, 3.9819, -4.0879], [1.1982, 2.9997, -1.4174], [-1.7574, -1.3870, 5.6073], [2.7463, -0.6711, 0.1434], [-1.8613, 0.2705, 5.9846], [-2.5407, -3.1458, -1.5031], [3.7578, -4.5991, 2.2466], [6.2198, 1.4120, -2.6361], [-2.4155, -6.5338, 3.4570], [-1.1043, -0.6115, 1.9919], [0.0421, -1.5746, -1.4856], [-2.6533, 0.7353, 3.3900], [-2.5394, 2.9137, -4.3140]],
  "forces_ev_per_angstrom": [[0.76, -0.21, 1.40], [-0.49, -0.43, 1.60], [-1.84, 1.20, 2.94], [1.53, 0.60, -0.13], [-2.04, 1.26, -2.11], [3.25, -1.82, 0.96], [2.52, -3.48, -1.46], [1.08, 2.39, -0.65], [-1.07, 1.99, 2.16], [0.66, -1.81, 2.08], [-1.16, -0.64, 0.66], [-1.83, -2.70, 0.61], [-0.49, 0.66, -0.83], [2.08, -0.65, 1.33], [-0.11, 0.68, -1.62], [-3.12, 1.37, -3.60], [-0.24, -2.07, -0.25], [0.88, 1.38, -0.23], [0.13, -1.30, 0.16], [-1.41, 1.32, -1.15], [0.08, -0.32, -0.78], [-1.12, 0.49, 0.16], [-0.03, 0.77, 0.50], [0.76, -0.05, 0.01], [-0.14, 0.77, -0.49], [0.40, -1.13, 0.93], [1.38, -0.25, -0.62], [-1.20, 3.40, 0.70], [1.02, -1.56, 0.79], [-0.06, -0.47, -0.79], [0.06, -1.08, -2.58], [-0.23, 0.19, -0.26], [0.21, -0.43, 0.22], [0.33, -2.74, 0.88], [-1.19, 1.43, -0.88], [-0.92, 1.08, -1.52], [-0.03, -0.65, -0.28], [2.22, 0.73, -1.94], [0.05, -0.55, 1.85], [-0.25, -0.31, -0.39], [-0.71, -0.23, -1.12], [-0.58, 0.93, -0.33], [0.29, -0.57, -0.06], [-0.84, 0.18, -1.18], [-0.20, 0.74, -0.03], [0.70, -0.53, -0.95], [1.66, -0.91, 1.93], [-1.09, -0.30, 1.00], [0.02, 0.54, 0.26], [0.43, 0.18, 0.36], [-0.51, -0.20, -0.28], [-0.09, -0.12, 0.26], [0.24, -0.02, -0.01], [0.48, -0.28, -0.18], [-0.66, 0.16, -0.12], [-0.22, -0.28, 0.07], [-0.43, -1.02, 0.98], [0.25, 0.03, 0.92], [-0.38, 0.73, -0.11], [-0.03, 0.22, 0.99], [-0.23, 0.03, -0.27], [0.55, 0.67, -0.93], [0.23, 0.58, 0.12], [-0.10, -0.06, -0.17], [0.42, 0.18, 0.21], [0.34, 0.28, -0.22], [-0.36, -0.30, 0.16], [0.24, -0.50, 0.47], [0.30, -0.30, 0.04], [-0.01, -0.34, -0.39], [-0.38, 0.17, 0.16], [-0.79, -0.73, -0.35], [0.35, -0.23, 0.28], [0.40, 0.28, 0.15], [-0.08, -0.14, -0.17], [0.21, 0.77, 0.89], [0.08, 0.76, -0.21], [-0.08, -0.62, 0.75], [-0.69, -0.45, 0.03], [-0.31, 0.39, 0.30], [0.52, 0.59, -0.26], [-0.51, 1.21, -0.35], [0.27, -0.41, 0.29], [0.42, -0.90, 0.20], [-0.06, -0.01, -0.03], [-2.28, 1.16, -3.80], [-0.30, 0.18, 0.32], [0.60, 0.06, 0.08], [0.37, 0.10, -0.10], [-0.07, -0.04, 0.03], [1.04, -0.20, 1.00], [-0.56, -0.29, -0.33], [-0.01, 0.71, 0.72], [0.67, 0.29, -0.10], [0.31, -0.26, 0.03], [0.15, 0.19, 0.14], [0.24, 0.07, 0.33], [-0.07, 0.32, 0.05], [-0.07, 0.17, -0.12], [0.08, 0.15, 0.37], [0.68, 0.48, 0.62], [-0.29, -0.29, 0.27]],
  "lowdin_charge": [0.329, 0.167, 0.105, 0.213, -0.061, 0.007, -0.124, -0.121, -0.151, -0.138, -0.116, -0.007, 0.012, -0.009, -0.026, -0.199, -0.128, -0.136, -0.224, 0.016, -0.083, -0.002, 0.001, -0.146, 0.021, -0.779, -0.090, -0.001, 0.002, -0.080, -0.944, -0.013, -0.013, -0.015, -0.021, 0.001, 0.005, -0.082, -0.101, -0.205, -0.172, -0.072, 0.000, 0.008, -0.087, -0.150, 0.015, -0.223, 0.043, 0.135, 0.126, 0.132, 0.075, 0.105, 0.089, 0.131, 0.130, 0.134, 0.113, 0.095, 0.125, 0.110, 0.097, 0.099, 0.088, 0.090, 0.128, 0.133, 0.134, 0.112, 0.119, 0.131, 0.095, 0.106, 0.102, 0.097, 0.119, 0.136, 0.094, 0.080, 0.093, 0.118, 0.118, 0.102, 0.113, 0.077, 0.079, 0.093, 0.119, 0.122, 0.089, 0.080, 0.094, 0.084, 0.118, 0.133, 0.133, 0.084, 0.112, 0.116, 0.116, 0.123],
  "multiplicity": 2,
  "charge": 2,
  "orbital_gap_ev": [3.025, 6.791],
  "s2": 1.796,
  "molar_mass_g_mol": 664.868
}